The following is a DFT calculation (ωB97M-V/def2-TZVPD) of one molecule with the formula C4H5NO2S in a non-equilibrium geometry.

Last column: natural (NBO) charge in e.
Positions of all 13 atoms, in Å:
C -0.36943 2.12379 0.00170  -0.628
C -0.36866 0.62181 -0.00284  -0.250
C -1.47107 -0.28247 -0.00414  0.442
O -2.78739 0.01986 0.00324  -0.639
N -1.11772 -1.53751 -0.00032  -0.183
O 0.27307 -1.50611 0.00349  -0.292
C 0.68308 -0.25524 -0.00224  0.199
S 2.42177 -0.02658 -0.00154  0.070
H 0.11370 2.51615 -0.88678  0.228
H 0.14945 2.51634 0.89983  0.229
H -1.42288 2.50278 -0.01874  0.209
H -2.87069 0.98852 0.00482  0.483
H 2.37709 1.30677 0.01914  0.133

Forces on atoms 1 to 6 (eV/Å):
-0.592 -0.162 0.411
0.393 -0.208 -0.016
-0.126 -0.124 0.070
0.257 0.499 -0.025
-0.281 0.109 -0.002
0.053 -0.583 -0.038

Summary:
- SMILES: Cc1c(O)noc1S
- ΔE to the lowest compared entry with this formula, charge and spin: 240.2 kJ/mol
- Highest occupied orbital energy: -8.904 eV
- Gap between HOMO and LUMO: 9.265 eV
- Calculated total energy: -20647.6898 eV